1.
This record from OMol25 describes an isolated molecule of C8H16N2O6 at a distorted geometry. The level of theory is the ωB97M-V functional and the def2-TZVPD basis.

The geometry in XYZ format:
```
32
Properties=species:S:1:pos:R:3
C -3.66 0.65 -0.24
C -2.40 0.17 0.47
O -2.75 -0.01 1.85
C -1.22 1.11 0.22
N 0.08 0.46 0.50
C 0.48 0.13 1.82
O 1.60 -0.34 1.98
O -0.33 0.40 2.83
N 1.06 0.43 -0.59
C 1.89 1.54 -0.81
O 2.71 1.52 -1.72
O 1.69 2.61 -0.04
C 1.35 -0.81 -1.34
C 0.20 -1.81 -1.25
C 2.70 -1.43 -0.92
O 2.55 -2.06 0.35
H -4.01 1.57 0.23
H -4.43 -0.08 -0.14
H -3.50 0.75 -1.35
H -2.13 -0.79 0.04
H -1.93 0.07 2.40
H -1.31 2.03 0.84
H -1.27 1.37 -0.84
H 0.24 0.20 3.60
H 2.33 3.28 -0.32
H 1.39 -0.49 -2.39
H 0.07 -2.22 -0.23
H -0.75 -1.33 -1.60
H 0.46 -2.64 -1.91
H 2.98 -2.25 -1.61
H 3.54 -0.73 -0.86
H 2.40 -1.32 1.04
```

**HOMO**: -9.4 eV
**M**: 236.22 g mol⁻¹
**Energy relative to the best compared isomer or geometry (same formula, charge and spin)**: 184.4 kJ/mol
**SMILES string**: C[C@H](O)CN(C(=O)O)N(C(=O)O)[C@H](C)CO
**Max |F|**: 0.0842 hartree/bohr



2.
This record from OMol25 describes a structure of composition C8H16N2PSSr at a distorted geometry. The level of theory is the ωB97M-V functional and the def2-TZVPD basis.

The geometry in XYZ format:
```
29
Properties=species:S:1:pos:R:3
C -0.71 -0.53 -1.48
C -0.97 -1.03 -2.78
C -0.29 -2.27 -2.93
C 0.42 -2.57 -1.73
C 0.20 -1.53 -0.80
Sr 0.29 1.25 1.49
P -0.32 3.56 -0.35
H -1.11 0.40 -1.05
H -1.58 -0.55 -3.53
H -0.30 -2.90 -3.83
H 0.60 -1.46 0.22
H 1.02 -3.46 -1.55
H -1.53 4.30 -0.11
H -0.47 3.46 -1.78
H 0.56 4.69 -0.37
C 1.04 -0.51 6.34
N 1.47 0.16 5.09
C 0.98 -0.17 3.88
S 1.99 -0.54 2.54
N -0.40 -0.06 3.64
C -1.36 0.30 4.71
H 0.36 0.14 6.89
H 1.93 -0.67 6.95
H 0.56 -1.48 6.14
H 2.48 0.32 5.04
H -0.70 -0.86 3.07
H -2.31 0.53 4.22
H -1.51 -0.54 5.41
H -1.00 1.19 5.23
```

**HOMO (spin up / spin down)**: -1.1 / -0.7 eV
**M**: 290.89 g mol⁻¹
**Total charge**: -1
**Energy relative to the best compared isomer or geometry (same formula, charge and spin)**: 84.2 kJ/mol
**Max |F|**: 0.0554 hartree/bohr



3.
This record from OMol25 describes the ion C8H16N3O with charge +1 at a distorted geometry. The level of theory is the ωB97M-V functional and the def2-TZVPD basis.

The geometry in XYZ format:
```
28
Properties=species:S:1:pos:R:3
C 2.08 0.88 0.04
C 0.44 -2.10 0.97
C 0.95 -2.20 -0.41
C -0.85 -1.32 0.72
C 0.73 -0.85 -1.12
C -0.50 -0.20 -0.28
C -3.50 1.43 -0.39
C -2.07 1.62 0.17
N 1.78 0.15 -1.05
N 1.28 0.95 1.00
N 3.29 1.42 0.01
O -1.00 0.91 -0.59
H 0.34 -3.03 1.49
H 1.20 -1.51 1.37
H 1.91 -2.44 -0.60
H 0.37 -2.83 -1.01
H -1.77 -1.93 0.23
H -1.28 -0.93 1.66
H 0.28 -0.87 -2.09
H -3.46 1.63 -1.52
H -3.79 0.35 -0.19
H -4.10 2.25 0.23
H -1.96 1.07 1.15
H -1.71 2.70 0.12
H 2.37 0.35 -1.85
H 1.59 1.27 1.98
H 3.87 1.17 -0.80
H 3.52 2.06 0.77
```

**HOMO**: -12.8 eV
**M**: 170.24 g mol⁻¹
**Total charge**: +1
**Energy relative to the best compared isomer or geometry (same formula, charge and spin)**: 155.5 kJ/mol
**Max |F|**: 0.0755 hartree/bohr



4.
This record from OMol25 describes an isolated molecule of C8H16N4O at a distorted geometry. The level of theory is the ωB97M-V functional and the def2-TZVPD basis.

The geometry in XYZ format:
```
29
Properties=species:S:1:pos:R:3
H -1.71 -0.12 2.22
N -1.38 -0.51 1.39
N -0.51 0.26 0.90
N 0.21 -0.18 -0.06
C -0.40 -0.98 -1.01
C -1.70 -0.59 -1.23
C -2.50 0.50 -0.62
C -3.76 1.00 -1.41
C 1.64 0.03 -0.24
C 1.78 0.71 -1.58
C 2.41 -1.29 -0.38
C 2.24 0.82 0.96
N 1.88 0.30 2.19
O 2.98 1.72 0.79
H -0.07 -1.69 -1.72
H -2.32 -1.19 -1.98
H -1.89 1.35 -0.38
H -2.86 0.13 0.33
H -3.56 1.65 -2.30
H -4.55 1.49 -0.78
H -4.34 0.20 -1.83
H 2.92 0.75 -1.86
H 1.36 1.71 -1.66
H 1.31 0.06 -2.33
H 1.77 -2.11 -0.79
H 2.78 -1.52 0.69
H 3.38 -1.26 -0.97
H 1.31 -0.55 2.14
H 1.76 0.85 3.07
```

**HOMO**: -8.1 eV
**M**: 184.24 g mol⁻¹
**Energy relative to the best compared isomer or geometry (same formula, charge and spin)**: 380.5 kJ/mol
**SMILES string**: [H]/N=N/N(/C=C\CC)C(C)(C)C(N)=O
**Max |F|**: 0.1068 hartree/bohr



5.
This record from OMol25 describes a structure of composition C8H16NO2P at a distorted geometry. The level of theory is the ωB97M-V functional and the def2-TZVPD basis.

The geometry in XYZ format:
```
28
Properties=species:S:1:pos:R:3
C 2.82 -0.15 -0.02
C -0.31 0.41 1.97
C -2.05 2.87 -0.27
C 1.09 -2.63 1.55
C 2.02 0.29 -2.30
C -2.02 1.38 -0.48
C 0.16 -2.78 0.29
C 1.98 0.62 -0.86
N 3.55 -0.75 0.64
O -0.75 0.72 -0.75
O -0.11 -1.45 -0.22
P 0.10 0.00 0.38
H -0.10 1.46 2.14
H 0.47 -0.11 2.60
H -1.23 3.05 0.47
H -1.65 3.30 -1.21
H -2.98 3.27 0.08
H 2.08 -2.44 1.11
H 0.89 -1.76 2.18
H 1.00 -3.50 2.09
H 1.16 0.52 -2.87
H 2.16 -0.80 -2.50
H 2.86 0.79 -2.53
H -2.60 1.00 -1.36
H -2.44 0.97 0.50
H -0.88 -3.29 0.63
H 0.47 -3.37 -0.54
H 2.09 1.70 -0.61
```

**HOMO**: -8.2 eV
**M**: 189.20 g mol⁻¹
**Energy relative to the best compared isomer or geometry (same formula, charge and spin)**: 188.3 kJ/mol
**Max |F|**: 0.0890 hartree/bohr



6.
This record from OMol25 describes a structure of composition C8H16NS at a distorted geometry. The level of theory is the ωB97M-V functional and the def2-TZVPD basis.

The geometry in XYZ format:
```
26
Properties=species:S:1:pos:R:3
C 2.01 -0.80 -1.08
C 1.37 0.40 -1.07
C 1.58 -2.18 -0.81
C 1.15 -1.76 0.51
C -1.10 1.89 0.59
C -2.07 1.54 -1.68
C -0.23 -1.40 2.90
C -0.68 1.67 -0.85
N 0.04 0.39 -0.86
S -0.36 -2.06 1.23
H 3.12 -0.73 -1.05
H 2.01 1.32 -1.11
H 0.87 -2.72 -1.53
H 2.41 -2.89 -0.77
H 1.80 -1.28 1.16
H -1.86 1.25 0.74
H -0.30 1.97 1.35
H -1.57 2.94 0.58
H -2.77 2.34 -1.47
H -2.47 0.53 -1.32
H -1.82 1.41 -2.85
H -1.07 -0.77 3.12
H 0.64 -0.90 3.14
H -0.21 -2.23 3.48
H 0.04 2.46 -1.20
H -0.52 -0.40 -1.14
```

**HOMO**: -12.1 eV
**M**: 158.29 g mol⁻¹
**Total charge**: +1
**Energy relative to the best compared isomer or geometry (same formula, charge and spin)**: 299.4 kJ/mol
**Max |F|**: 0.1128 hartree/bohr



7.
This record from OMol25 describes a structure of composition C8H16O at a distorted geometry. The level of theory is the ωB97M-V functional and the def2-TZVPD basis.

The geometry in XYZ format:
```
25
Properties=species:S:1:pos:R:3
C 0.97 1.33 0.37
C -0.37 0.97 -1.49
C -0.45 -0.59 1.36
C -0.77 -1.25 -0.42
C -1.34 -1.69 0.88
C 2.20 0.70 -0.19
C -1.59 1.42 -2.21
C 0.74 -1.03 2.16
O -0.03 1.68 -0.44
H 1.04 2.01 1.21
H 0.41 0.46 -2.04
H -0.95 0.31 1.66
H 0.13 -1.76 -0.74
H -1.48 -1.09 -1.22
H -2.41 -1.50 1.00
H -1.09 -2.70 1.23
H 2.03 -0.34 -0.50
H 2.57 1.24 -1.07
H 2.99 0.70 0.56
H -2.30 1.88 -1.51
H -1.38 2.15 -3.00
H -2.08 0.57 -2.69
H 1.33 -0.19 2.53
H 0.42 -1.62 3.03
H 1.41 -1.66 1.57
```

**HOMO (spin up / spin down)**: -6.4 / -6.5 eV
**M**: 128.21 g mol⁻¹
**Energy relative to the best compared isomer or geometry (same formula, charge and spin)**: 578.6 kJ/mol
**Max |F|**: 0.0289 hartree/bohr



8.
This record from OMol25 describes a structure of composition C8H16O at a distorted geometry. The level of theory is the ωB97M-V functional and the def2-TZVPD basis.

The geometry in XYZ format:
```
25
Properties=species:S:1:pos:R:3
C 1.39 0.02 0.30
C 2.87 0.04 -0.13
C 1.09 -1.23 1.14
C 1.06 1.27 1.06
C 0.21 2.21 0.66
H 0.77 -0.01 -0.60
H 1.57 1.39 2.01
H 3.08 0.90 -0.77
H 0.04 -1.26 1.43
H 3.12 -0.86 -0.69
H 3.53 0.09 0.74
H 1.70 -1.24 2.05
H 1.31 -2.13 0.57
H -0.32 2.12 -0.29
H 0.02 3.10 1.25
C -2.60 -0.32 0.33
C -2.04 -0.72 -0.96
C -1.56 -1.56 -1.80
O -1.68 0.72 -1.91
H -2.50 1.15 -2.19
H -1.93 0.35 0.86
H -2.75 -1.22 0.93
H -3.57 0.18 0.22
H -1.37 -0.36 -2.51
H -1.45 -2.63 -1.69
```

**HOMO**: -9.2 eV
**M**: 128.22 g mol⁻¹
**Energy relative to the best compared isomer or geometry (same formula, charge and spin)**: 438.6 kJ/mol
**Max |F|**: 0.0290 hartree/bohr